Below is a structure of composition C12H33ClCoI2P3 at a distorted geometry, with properties calculated with ωB97M-V with the def2-TZVPD basis set.

Structure (ORCA input):
```
! wB97M-V def2-TZVPD RIJCOSX def2/J DEFGRID3
* xyz 2 5
I 0.136 2.343 -1.560
I 0.191 -2.594 -1.427
Co 0.076 -0.133 -1.772
Cl 0.049 -0.194 -4.007
P 2.361 -0.110 -1.803
P 0.267 -0.066 1.258
P -2.170 -0.109 -1.742
C 2.286 0.958 3.043
C -0.620 1.539 1.660
C -3.219 -0.035 -0.231
C 1.308 -0.171 2.798
C -1.543 -1.694 2.974
C -1.267 1.777 3.008
C -2.929 -1.551 -2.585
C -2.925 1.259 -2.703
C 3.294 -0.018 -0.226
C 3.102 1.284 -2.739
C 3.136 -1.556 -2.624
C -0.740 -1.590 1.694
H 3.041 -2.445 -1.991
H -2.114 1.104 3.188
H -2.402 1.346 -3.659
H 3.044 -0.865 0.424
H 4.371 -0.047 -0.450
H 4.196 -1.336 -2.807
H -3.040 0.877 0.344
H 0.025 -2.381 1.711
H -0.556 1.696 3.843
H -1.348 1.727 0.861
H -2.011 -2.690 2.986
H -2.841 -2.447 -1.963
H 0.641 -0.281 3.664
H -3.983 1.020 -2.875
H 0.156 2.303 1.505
H -2.840 2.203 -2.153
H 3.068 0.918 0.296
H -1.665 2.803 3.001
H 3.142 0.911 2.368
H -2.352 -0.956 3.032
H -3.988 -1.325 -2.770
H 1.859 -1.117 2.704
H 3.010 2.215 -2.169
H 2.572 1.385 -3.690
H 2.623 -1.730 -3.573
H -0.919 -1.607 3.874
H 1.820 1.940 2.956
H -2.411 -1.714 -3.534
H -4.277 -0.037 -0.539
H -3.061 -0.897 0.421
H 4.161 1.061 -2.924
H -1.374 -1.840 0.834
H 2.660 0.866 4.069
*
```

Output
ΔE to the lowest compared entry with this formula, charge and spin   179.6 kJ/mol
Orbital gap (alpha / beta)   0.2394 / 0.1684 hartree
E_HOMO (alpha / beta)   -0.57620 / -0.56022 hartree

Atomic partial charges in e from the Mulliken method, atoms 1 to 6: 0.053 0.053 -0.466 -0.292 0.933 1.664